Entry 1:
{"formula": "C2H9N3", "method": "ωB97M-V with the def2-TZVPD basis set", "de_lowest_kj_mol": 315.84, "gap_ev": 9.023, "homo_ev": -8.611, "smiles": "C=N.NCN", "symbols": ["H", "H", "H", "N", "C", "N", "N", "H", "H", "H", "H", "C", "H", "H"], "coordinates": [[2.295895, 2.569659, -1.507492], [-2.912423, -0.471540, 3.640136], [1.241087, -0.723863, -2.861278], [1.339163, 2.270888, -1.324696], [-2.380226, -1.423363, 3.568772], [-3.010401, -2.528683, 3.474831], [1.597577, 0.207796, -2.683157], [1.784979, 0.208177, -0.646050], [-3.555896, -2.668208, 2.628490], [0.171039, 0.663279, -1.319026], [0.884669, 2.486151, -2.215284], [1.251849, 0.790024, -1.409780], [-1.294856, -1.435304, 3.510662], [2.587542, 0.054988, -2.856128]], "forces_ev_per_a": [[0.09, -0.07, 0.27], [0.23, 0.50, -0.71], [-0.67, 0.19, 0.39], [0.60, -1.16, -0.98], [-1.33, -0.87, -0.15], [2.62, -0.18, -1.82], [0.67, -0.21, -1.71], [-0.20, 0.91, 0.57], [-1.91, 0.33, 1.28], [0.11, -0.61, 0.34], [-0.14, 0.58, 0.27], [-0.58, -0.23, 0.45], [0.40, 0.23, 1.40], [0.10, 0.60, 0.40]]}

Entry 2:
{"formula": "C47H58BBr2FGeN2O6Ta", "method": "ωB97M-V with the def2-TZVPD basis set", "de_lowest_kj_mol": 205.88, "gap_ev": 7.494, "total_charge": 1, "homo_ev": -10.609, "symbols": ["C", "H", "C", "H", "H", "C", "H", "C", "C", "C", "H", "H", "C", "C", "H", "H", "C", "H", "B", "C", "C", "C", "H", "Br", "H", "C", "H", "C", "C", "C", "C", "O", "C", "H", "C", "H", "H", "H", "C", "H", "H", "H", "C", "C", "H", "Ta", "C", "H", "H", "C", "H", "O", "O", "C", "H", "C", "H", "C", "F", "O", "C", "H", "H", "H", "H", "H", "H", "H", "C", "O", "H", "C", "C", "C", "H", "H", "C", "C", "H", "H", "Br", "H", "N", "C", "C", "C", "H", "H", "H", "H", "H", "H", "H", "H", "H", "H", "C", "H", "H", "H", "H", "C", "H", "H", "C", "H", "C", "C", "H", "C", "H", "Ge", "C", "N", "C", "C", "H", "O", "C"], "coordinates": [[4.403570, -2.315368, -3.307393], [4.153850, 1.883749, 3.711319], [-3.992329, 3.099710, 1.369115], [6.994151, -3.203072, -5.433575], [-2.893671, -1.062323, 4.334868], [0.278943, 2.908370, 2.863297], [5.107838, 1.496559, -4.479007], [-5.070884, 0.187962, 5.181527], [-0.863009, 8.659075, -0.355511], [-2.680939, 1.046064, 1.673593], [2.665057, 1.572151, 4.610469], [2.819029, 2.050754, -1.569002], [-5.414943, 2.628321, 3.739414], [-3.205764, -1.696721, -2.727134], [-4.380271, -1.835917, 5.638337], [-1.915608, 8.412788, -0.205612], [-1.105491, 8.848249, -2.820085], [-5.987087, 1.231005, 6.820548], [-0.051418, 2.256315, -0.575966], [-1.656601, 0.442636, -3.405945], [3.055518, 3.874908, 1.249129], [-3.449788, -1.045591, -3.925614], [4.501281, 2.061757, -2.114759], [-1.744309, -2.001916, -0.285314], [-0.498117, 2.410993, 2.290437], [-5.631849, 3.769025, 2.995425], [-6.341303, 3.373384, 5.513870], [4.063391, 1.633586, -4.763028], [-0.573285, 6.600117, -1.761579], [3.148422, 2.256026, 3.911315], [-0.164592, 4.445388, -0.845590], [0.306589, 3.459537, -0.008028], [5.423726, -3.236358, -3.966647], [1.513387, 7.964594, -2.781849], [-1.367901, 4.594768, -2.919773], [1.705066, 7.955174, -1.023446], [5.860153, -4.443148, -2.186209], [-0.721194, 8.570089, -3.803069], [3.654608, -2.784350, -2.233234], [3.361224, 3.270805, -2.727055], [-1.666240, 6.581757, -3.606883], [0.491231, 6.237567, 0.101100], [4.667574, -4.382807, -4.656437], [3.468341, 2.226369, -2.426653], [6.859001, -2.993515, -2.352458], [0.486216, 0.234114, 0.042320], [-2.329576, 0.039117, 2.638420], [3.849702, 1.023939, -5.642821], [4.003040, -3.988187, -5.427200], [6.375673, -3.803014, -2.902129], [2.901274, 4.838901, 1.736769], [-0.741490, 2.473866, -1.758676], [-0.211227, -0.131654, 1.693378], [1.684092, 1.592106, -4.086520], [6.810330, -1.669920, -4.582367], [2.457366, -0.660419, -2.104868], [4.774553, -0.623206, -4.537571], [2.726455, -1.954867, -1.653491], [-5.177038, 5.103906, 1.120645], [-0.849576, -1.775783, 3.057990], [-1.234792, 5.978331, -2.821481], [-7.146144, 1.980784, 4.806783], [-5.119880, -0.964150, 6.969722], [-2.178162, 8.648942, -2.789331], [-2.815431, 0.576419, -5.197503], [3.243604, 3.227514, 4.399719], [0.127674, 3.983727, 2.772807], [-0.754655, 9.744455, -0.332325], [3.113972, 1.305231, -3.608556], [-2.149906, 1.157807, 0.553543], [4.122446, 3.648632, 1.291405], [-4.465437, -0.855941, 6.107075], [-3.134602, -0.209845, 3.717376], [-5.395207, 1.471796, 5.938780], [3.792928, -3.780221, -1.836221], [5.375089, -5.065811, -5.129629], [2.321788, 0.758987, 1.220476], [-1.077457, -0.731118, 2.500753], [3.931934, 2.679490, -5.041820], [-4.252517, -1.375274, -4.571010], [1.769908, -2.525410, -0.089184], [0.970124, 1.474571, -3.278245], [-1.401562, -0.184095, -2.256787], [-4.931574, 3.987541, 1.815835], [-2.163834, -1.211711, -1.961491], [-4.460559, 1.691588, 3.299856], [-6.000406, -0.207509, 4.759080], [-3.794745, -2.537850, -2.392271], [-3.484234, -0.541771, 6.466377], [2.755608, 3.959014, 0.207536], [1.327965, 9.465870, -1.861969], [1.612859, 2.617804, -4.454908], [5.648667, -2.143635, -5.843097], [4.065280, -4.951473, -3.946700], [-0.295185, 8.251971, 0.481454], [-3.429104, 3.278666, 0.462920], [3.240166, -0.152893, -3.153292], [-1.879854, 4.136987, -3.756064], [1.414807, 0.913986, -4.899852], [-1.039241, 1.302491, -3.622409], [-6.343832, 4.510942, 3.334292], [-0.811929, 3.841344, -1.914484], [2.487400, -0.047218, 1.938322], [-0.961099, 9.922736, -2.704586], [-6.165972, 2.414267, 5.027047], [3.211619, 0.854288, 0.594999], [-2.658934, 0.039879, -4.272667], [4.181029, -1.006628, -3.723094], [7.151928, -4.400484, -3.382012], [-0.365753, 8.112597, -1.701875], [0.174491, 2.626825, 3.911879], [2.104627, 2.454007, 2.239955], [-3.743200, 1.946970, 2.117223], [-4.192275, 0.534349, 4.040113], [1.140449, 8.390497, -1.848725], [6.263909, -2.508229, -5.018674], [-4.460935, 1.935116, 6.267363], [1.489259, 0.020210, -1.458012], [-0.029755, 5.807969, -0.744227]], "forces_ev_per_a": [[-0.04, 0.06, 0.04], [-0.01, 0.00, -0.03], [-0.02, 0.06, -0.11], [0.01, 0.01, -0.02], [-0.05, 0.06, 0.09], [0.22, -0.10, -0.16], [0.01, 0.00, -0.04], [-0.09, 0.00, 0.38], [0.02, -0.05, -0.06], [0.07, -0.33, 0.12], [-0.02, -0.01, -0.03], [-0.01, 0.04, 0.03], [-0.09, -0.02, 0.09], [-0.02, -0.09, 0.04], [0.03, 0.00, 0.01], [-0.01, 0.03, 0.01], [0.04, -0.07, 0.01], [0.03, -0.03, 0.02], [-0.36, 1.80, -0.37], [0.00, 0.06, -0.33], [-0.16, -0.20, 0.13], [0.04, 0.05, 0.04], [0.00, 0.03, 0.03], [-0.14, -0.30, -0.12], [-0.05, 0.05, -0.03], [-0.01, -0.03, -0.02], [-0.01, 0.01, -0.02], [-0.02, -0.04, 0.08], [-0.03, 0.00, -0.08], [-0.08, -0.08, -0.20], [-0.19, -0.04, -0.38], [0.06, 0.27, 0.22], [0.04, -0.06, -0.08], [0.03, 0.02, 0.00], [-0.03, -0.25, -0.04], [0.03, 0.00, -0.01], [-0.01, 0.00, 0.01], [-0.04, 0.00, -0.02], [-0.01, -0.07, 0.10], [0.01, 0.01, 0.02], [0.02, -0.01, 0.01], [0.02, 0.02, -0.02], [0.05, 0.06, 0.01], [-0.03, -0.07, -0.11], [0.02, -0.02, 0.01], [0.82, 0.01, 0.53], [0.36, 0.24, -0.37], [0.03, 0.02, -0.02], [-0.01, -0.03, -0.01], [-0.03, 0.06, -0.05], [-0.03, -0.01, 0.00], [-0.10, 0.19, -0.14], [-0.50, -0.88, 2.39], [0.10, -0.07, -0.01], [0.01, 0.02, -0.03], [0.77, -0.65, -0.31], [-0.01, -0.01, 0.04], [-0.34, 0.18, 0.28], [-0.01, 0.05, -0.01], [0.13, 0.19, -0.18], [-0.03, 0.08, 0.02], [-0.02, 0.03, 0.02], [-0.02, -0.01, -0.01], [-0.01, 0.02, -0.02], [-0.01, 0.00, 0.01], [-0.04, 0.01, -0.01], [0.01, 0.01, 0.00], [0.00, 0.00, 0.01], [-0.06, 0.09, 0.02], [0.14, 0.21, -0.17], [0.00, 0.00, 0.00], [0.02, 0.02, -0.15], [-0.03, 0.03, -0.03], [-0.10, 0.02, -0.21], [0.04, 0.00, -0.02], [-0.01, -0.02, 0.00], [-1.47, 0.01, -1.13], [-0.86, -0.54, 0.78], [-0.01, 0.00, 0.00], [0.00, -0.02, 0.00], [0.31, -0.26, -0.25], [-0.03, -0.01, 0.04], [0.07, -0.01, 0.31], [0.07, -0.16, 0.06], [-0.03, 0.08, 0.09], [0.03, 0.31, -0.31], [0.02, 0.00, -0.04], [0.01, 0.00, -0.03], [0.00, -0.02, 0.04], [-0.03, -0.02, -0.01], [0.01, 0.00, 0.02], [0.01, 0.00, 0.00], [0.03, 0.03, -0.01], [0.01, -0.01, 0.01], [-0.01, 0.00, 0.02], [-0.01, -0.01, 0.00], [-0.31, 0.29, 0.18], [0.00, 0.02, 0.00], [-0.04, 0.02, 0.00], [-0.08, -0.15, -0.05], [-0.01, 0.00, -0.02], [0.21, 0.32, 0.29], [-0.17, -0.01, 0.06], [0.01, 0.00, 0.01], [0.08, -0.07, 0.03], [-0.04, 0.04, -0.06], [0.03, -0.03, 0.06], [0.06, -0.12, -0.05], [-0.01, -0.02, 0.01], [0.05, 0.06, 0.04], [0.06, -0.02, 0.00], [0.55, 0.38, 0.61], [-0.10, -0.01, 0.08], [0.21, -0.14, 0.02], [-0.12, 0.03, -0.01], [-0.06, -0.04, 0.08], [-0.01, -0.01, 0.06], [1.24, -0.36, -1.93], [0.07, -0.12, 0.19]]}

Entry 3:
{"formula": "C39H35N10O2Pb", "method": "ωB97M-V with the def2-TZVPD basis set", "de_lowest_kj_mol": 92.55, "gap_ev": 6.532, "total_charge": 1, "homo_ev": -10.613, "symbols": ["N", "H", "C", "N", "C", "H", "H", "C", "N", "H", "H", "H", "C", "H", "C", "N", "C", "H", "H", "N", "C", "H", "C", "C", "C", "C", "N", "H", "C", "H", "H", "C", "C", "C", "H", "C", "C", "C", "H", "O", "C", "H", "H", "H", "H", "H", "C", "O", "C", "H", "H", "C", "H", "C", "C", "C", "N", "C", "H", "H", "C", "C", "H", "C", "C", "C", "H", "Pb", "N", "H", "H", "C", "H", "C", "H", "N", "C", "H", "N", "C", "H", "H", "C", "C", "C", "C", "H"], "coordinates": [[2.249796, 1.772538, -1.541702], [0.249612, 5.853485, 3.674616], [-5.073342, 0.647862, 0.273901], [-0.397786, 3.113864, 1.084877], [1.096462, 4.616686, 2.144074], [5.094449, 0.331498, 2.468656], [3.256352, 1.565170, 3.667143], [1.617047, -3.980012, -3.930671], [-2.357087, -1.517683, -1.935531], [0.958427, 1.378226, 2.783723], [-2.466667, -4.362759, 3.374633], [5.359979, -0.080097, -4.773538], [-0.321917, -2.559235, -2.613305], [3.009286, 4.960537, 0.097361], [4.066713, 0.257642, 2.137768], [1.435232, 0.075685, 1.259148], [-1.215684, -0.429729, 2.666685], [-3.165343, -3.070054, 2.404603], [0.422605, -0.044119, -4.556830], [1.459448, 2.214725, -0.543655], [-1.586952, -0.391036, 4.120258], [-0.823555, -1.580915, 1.081339], [-1.400552, 3.573658, 1.830651], [0.296174, -3.991329, -4.388254], [1.978529, -3.257522, -2.802757], [-1.218026, 4.578690, 2.762170], [-2.855531, -0.233296, 0.008387], [2.369139, -4.541194, -4.469328], [3.535709, -0.632787, -5.758907], [-5.779671, 1.186303, 0.889493], [4.201977, 0.936050, -2.828094], [2.246691, 0.499366, -3.581924], [4.278912, -0.072503, -4.726966], [-4.493876, -0.539937, -1.706452], [-1.724323, -3.277812, -4.076983], [-3.793921, 0.433363, 0.716328], [0.823844, 3.636151, 1.202181], [1.502887, -0.064139, -4.614437], [-2.371344, 3.123912, 1.662839], [-1.164192, 0.680666, 2.045876], [-1.110329, -1.683905, -1.727102], [-0.805646, -0.882419, 4.707812], [-3.866740, -2.949730, 4.793325], [-3.341804, -0.656482, 5.321348], [3.596684, 3.590735, -0.868642], [-3.469215, 0.816959, 1.674015], [-2.456793, -3.284170, 3.209950], [0.280320, 0.877330, -2.310001], [0.975898, -2.553081, -2.162626], [-3.651214, -0.772319, 3.599062], [-0.366963, -2.892336, 3.596440], [-2.948411, -1.059095, 4.387798], [2.996655, -3.231837, -2.438604], [-5.420565, 0.173944, -0.990934], [3.735965, -0.531672, 1.067233], [3.137995, 3.878241, 0.072130], [-2.862056, 2.786535, -1.790924], [-2.060914, 2.193762, -1.213749], [-2.188319, -2.850296, 5.296139], [-6.403626, 0.363253, -1.400815], [3.053341, 0.956092, 2.797358], [1.825383, 3.177712, 0.213892], [4.040351, -1.061567, -6.615248], [-0.698993, -3.277896, -3.732922], [2.399550, -0.624518, 0.651668], [1.042469, -1.660703, -0.993349], [-1.615100, 0.658541, 4.406808], [-0.568650, 0.995426, -0.134990], [-0.254584, -1.177962, -0.714026], [2.098297, 5.006535, 2.251829], [-2.055496, 4.947093, 3.336470], [-1.057359, -2.890160, 2.749353], [1.570127, -1.066183, -6.506213], [0.061061, 5.085421, 2.936144], [4.474095, -1.093308, 0.513423], [2.161664, -1.474302, -0.405943], [2.148502, -0.627641, -5.703648], [3.810671, 3.595538, 0.886508], [-1.006605, -1.583905, 2.087989], [3.637405, 0.496195, -3.638571], [-0.679138, -3.605749, 2.021805], [-4.705397, -0.940267, -2.687152], [1.774006, 0.843163, 2.315601], [-3.216666, -0.744669, -1.175460], [1.529339, 1.072473, -2.416598], [-2.884341, -2.580473, 4.494874], [0.045646, -4.568222, -5.268835]], "forces_ev_per_a": [[-0.12, -0.05, 0.10], [-0.01, 0.00, 0.00], [-0.08, -0.01, -0.02], [-0.20, -0.12, 0.42], [0.01, 0.06, 0.04], [0.00, 0.00, 0.00], [0.00, 0.02, -0.02], [-0.02, 0.01, 0.01], [0.00, 0.18, -0.03], [-0.01, 0.01, 0.01], [-0.01, -0.01, -0.02], [0.00, 0.01, 0.00], [-0.13, 0.08, -0.01], [-0.01, -0.01, 0.01], [0.02, 0.04, 0.05], [0.02, 0.28, 0.16], [-0.15, 0.12, 0.04], [0.00, -0.05, -0.01], [0.00, -0.03, 0.01], [-0.05, 0.08, 0.08], [-0.07, 0.05, 0.02], [0.04, 0.07, 0.04], [0.13, -0.02, -0.05], [-0.01, 0.01, 0.03], [0.04, -0.05, -0.03], [0.00, 0.03, 0.01], [-0.40, 0.11, 0.09], [-0.01, 0.00, -0.01], [0.00, 0.03, -0.02], [0.01, 0.02, -0.01], [0.00, 0.00, 0.00], [-0.08, -0.01, 0.08], [-0.01, -0.02, 0.02], [-0.02, -0.06, -0.12], [0.01, 0.02, 0.00], [0.21, -0.17, -0.10], [0.02, 0.06, -0.15], [0.01, 0.00, -0.03], [0.00, -0.01, 0.00], [-0.01, -0.25, 0.01], [0.10, -0.04, 0.04], [0.00, 0.01, 0.01], [0.02, -0.02, 0.02], [0.00, 0.02, 0.00], [0.01, -0.01, 0.01], [0.00, 0.04, 0.01], [0.05, 0.07, 0.04], [-0.02, -0.03, -0.04], [0.09, 0.11, 0.08], [-0.02, 0.02, 0.04], [0.04, -0.02, -0.02], [0.07, -0.04, 0.01], [-0.01, 0.01, -0.01], [-0.05, 0.05, 0.05], [0.08, -0.08, -0.03], [-0.03, 0.00, 0.00], [0.00, 0.04, 0.06], [-0.03, -0.02, 0.06], [-0.03, -0.01, 0.02], [0.00, -0.02, 0.01], [0.06, -0.04, 0.03], [0.09, 0.02, -0.08], [0.00, -0.03, 0.02], [-0.01, -0.06, -0.04], [-0.01, -0.05, -0.01], [-0.20, -0.05, 0.01], [0.03, 0.00, 0.01], [0.87, -0.07, -0.84], [-0.20, -0.14, 0.16], [-0.01, 0.03, -0.04], [0.00, -0.01, 0.01], [-0.05, 0.03, 0.03], [0.00, 0.02, -0.01], [-0.01, 0.02, 0.02], [-0.01, -0.02, 0.02], [0.10, 0.22, -0.02], [-0.01, -0.02, 0.05], [-0.02, 0.01, 0.01], [0.02, -0.14, -0.05], [0.01, -0.03, -0.02], [0.01, 0.01, -0.01], [-0.01, -0.03, 0.02], [-0.13, -0.18, -0.05], [0.03, -0.08, 0.08], [0.05, 0.02, -0.17], [-0.04, 0.03, -0.08], [0.02, 0.01, -0.01]]}